Record 1
A cluster of 5 separate species, C57H128N2O3P3 in total at a distorted geometry, computed with wB97M-V/def2-TZVPD.

CARTESIAN COORDINATES (ANGSTROEM)
1 C -4.699 -7.136 5.825
2 C -3.683 -7.609 4.719
3 C -3.065 -6.377 3.936
4 C -1.775 -6.798 3.278
5 P -0.597 -5.439 2.734
6 C -1.449 -3.745 2.855
7 C -0.609 -2.470 2.716
8 C -1.436 -1.189 2.850
9 C -0.488 -0.063 2.554
10 C -0.105 -5.646 1.017
11 C 0.630 -7.012 0.825
12 C 1.559 -7.136 -0.416
13 C 0.675 -6.640 -1.658
14 C 0.742 -5.469 4.024
15 C 0.402 -5.690 5.474
16 C 1.028 -4.550 6.300
17 C 2.606 -4.536 6.461
18 H -4.141 -6.691 6.649
19 H -5.364 -7.892 6.242
20 H -5.269 -6.298 5.425
21 H -4.337 -8.206 4.083
22 H -2.917 -8.263 5.138
23 H -2.883 -5.526 4.592
24 H -3.708 -5.892 3.202
25 H -1.906 -7.183 2.266
26 H -1.160 -7.418 3.930
27 H -1.903 -3.851 3.840
28 H -2.355 -3.629 2.261
29 H -0.255 -2.541 1.688
30 H 0.176 -2.422 3.471
31 H -2.108 -1.123 3.706
32 H -2.174 -1.168 2.048
33 H -0.291 0.456 3.492
34 H -0.904 0.741 1.946
35 H 0.370 -0.528 2.069
36 H 0.529 -4.782 0.819
37 H -1.078 -5.627 0.527
38 H -0.089 -7.829 0.888
39 H 1.336 -7.334 1.591
40 H 1.819 -8.184 -0.565
41 H 2.478 -6.563 -0.290
42 H -0.364 -6.965 -1.604
43 H 0.878 -7.204 -2.568
44 H 0.751 -5.580 -1.898
45 H 1.218 -4.517 3.792
46 H 1.471 -6.227 3.735
47 H 0.727 -6.668 5.829
48 H -0.660 -5.580 5.696
49 H 0.616 -4.501 7.307
50 H 0.637 -3.621 5.884
51 H 2.783 -3.786 7.231
52 H 3.134 -4.181 5.576
53 H 3.006 -5.419 6.958
54 C 7.918 -0.989 3.806
55 C 7.580 0.409 3.240
56 C 7.473 0.398 1.686
57 C 6.279 -0.423 1.176
58 P 4.662 0.509 1.182
59 C 3.893 0.613 -0.501
60 C 3.151 -0.739 -0.744
61 C 3.003 -0.929 -2.226
62 C 1.764 -1.875 -2.478
63 C 3.281 -0.068 2.375
64 C 3.798 -0.024 3.837
65 C 2.742 -0.401 4.769
66 C 3.368 -0.739 6.160
67 C 5.036 2.225 1.431
68 C 3.886 3.263 1.731
69 C 4.496 4.589 1.849
70 C 5.117 5.265 0.647
71 H 8.010 -1.238 4.863
72 H 8.939 -1.133 3.450
73 H 7.416 -1.817 3.306
74 H 8.292 1.155 3.594
75 H 6.595 0.670 3.625
76 H 8.427 0.009 1.330
77 H 7.502 1.441 1.370
78 H 6.151 -1.396 1.652
79 H 6.390 -0.523 0.097
80 H 4.659 0.855 -1.238
81 H 3.262 1.502 -0.520
82 H 2.211 -0.580 -0.215
83 H 3.721 -1.534 -0.263
84 H 3.895 -1.520 -2.434
85 H 2.977 -0.015 -2.819
86 H 0.756 -1.460 -2.506
87 H 1.579 -2.699 -1.788
88 H 1.985 -2.250 -3.477
89 H 2.896 -1.048 2.093
90 H 2.444 0.630 2.410
91 H 4.144 0.952 4.176
92 H 4.592 -0.766 3.921
93 H 2.248 -1.314 4.437
94 H 1.984 0.372 4.891
95 H 4.023 -1.607 6.080
96 H 2.631 -0.832 6.957
97 H 3.976 0.105 6.485
98 H 5.632 2.459 0.549
99 H 5.639 2.204 2.339
100 H 3.209 2.896 2.502
101 H 3.185 3.296 0.897
102 H 5.239 4.570 2.646
103 H 3.696 5.231 2.219
104 H 5.548 4.658 -0.149
105 H 5.776 6.114 0.829
106 H 4.385 5.797 0.040
107 C 3.296 4.707 -3.077
108 C 2.495 3.386 -3.144
109 C 0.989 3.663 -2.992
110 C 0.277 4.307 -4.159
111 P -1.492 4.586 -3.764
112 C -1.617 5.815 -2.440
113 C -0.984 7.241 -2.698
114 C 0.584 7.387 -2.526
115 C 0.943 7.587 -1.034
116 C -2.070 5.376 -5.292
117 C -3.615 5.772 -5.265
118 C -4.112 6.440 -6.550
119 C -3.951 8.001 -6.439
120 C -2.396 2.966 -3.579
121 C -3.921 2.999 -3.014
122 C -4.029 3.238 -1.494
123 C -5.060 4.322 -1.145
124 H 4.357 4.501 -2.931
125 H 2.959 5.256 -2.198
126 H 3.099 5.156 -4.050
127 H 2.793 2.860 -2.237
128 H 2.800 2.773 -3.992
129 H 0.842 4.128 -2.017
130 H 0.614 2.640 -3.025
131 H 0.388 3.616 -4.994
132 H 0.628 5.311 -4.401
133 H -1.183 5.335 -1.563
134 H -2.679 5.876 -2.206
135 H -1.316 7.989 -1.978
136 H -1.392 7.810 -3.533
137 H 0.801 8.349 -2.990
138 H 1.254 6.592 -2.852
139 H 0.767 6.829 -0.271
140 H 0.486 8.477 -0.600
141 H 2.032 7.618 -1.006
142 H -1.904 4.644 -6.083
143 H -1.465 6.271 -5.437
144 H -4.030 6.231 -4.368
145 H -4.072 4.782 -5.275
146 H -5.182 6.329 -6.725
147 H -3.611 6.025 -7.425
148 H -3.085 8.175 -5.800
149 H -4.824 8.489 -6.006
150 H -3.799 8.398 -7.443
151 H -1.828 2.488 -2.781
152 H -2.429 2.297 -4.439
153 H -4.573 2.230 -3.428
154 H -4.515 3.792 -3.467
155 H -3.032 3.521 -1.156
156 H -4.355 2.364 -0.931
157 H -6.100 4.032 -1.296
158 H -4.883 5.182 -1.792
159 H -4.865 4.572 -0.103
160 C -1.456 -1.264 -0.701
161 C -1.834 -0.275 -1.899
162 C -2.814 -0.780 -2.966
163 C -4.186 -0.975 -2.140
164 N -5.279 -1.737 -3.027
165 C -4.850 -3.091 -3.621
166 C -6.115 -3.956 -3.640
167 C -7.123 -3.362 -2.665
168 C -6.430 -2.182 -2.031
169 C -5.739 -0.812 -4.246
170 H -2.369 -1.366 -0.115
171 H -0.622 -0.886 -0.110
172 H -1.244 -2.250 -1.115
173 H -0.949 0.124 -2.396
174 H -2.224 0.528 -1.274
175 H -2.420 -1.723 -3.345
176 H -2.991 -0.126 -3.819
177 H -4.591 -0.105 -1.625
178 H -3.943 -1.745 -1.408
179 H -4.294 -3.048 -4.557
180 H -4.190 -3.331 -2.787
181 H -6.390 -4.098 -4.685
182 H -5.957 -4.990 -3.331
183 H -7.982 -3.110 -3.287
184 H -7.373 -4.002 -1.819
185 H -7.070 -1.300 -1.993
186 H -5.970 -2.567 -1.121
187 H -6.399 -1.531 -4.731
188 H -4.911 -0.407 -4.828
189 H -6.286 0.015 -3.792
190 N 0.203 2.709 0.206
191 O 0.493 3.867 0.404
192 O -0.909 2.558 -0.319
193 O 0.920 1.720 0.459

Its charge is +4. For the HOMO energy (spin up / spin down), the calculation gives -17.66 / -17.66 eV. The multiplicity is 2. The calculation puts the HOMO-LUMO gap (spin up / spin down) at 8.85 / 4.80 eV. Its molecular weight is 982.58 u.

=====

Record 2
A cluster of 11 separate species, C57H132N4O11 in total at a distorted geometry, computed with wB97M-V/def2-TZVPD.

CARTESIAN COORDINATES (ANGSTROEM)
1 C -1.724 0.657 -6.578
2 C -1.555 0.317 -5.111
3 C -1.483 1.636 -4.322
4 C -2.946 2.177 -4.036
5 C -3.796 1.118 -3.284
6 C -3.833 -0.250 -4.069
7 N -2.481 -0.684 -4.538
8 O -2.447 -1.956 -5.203
9 C -4.473 -1.207 -2.993
10 C -4.804 -0.073 -5.276
11 C -0.133 -0.303 -4.960
12 H -2.536 1.346 -6.810
13 H -1.937 -0.245 -7.151
14 H -0.777 1.076 -6.920
15 H -0.964 1.484 -3.376
16 H -0.909 2.433 -4.794
17 H -3.410 2.524 -4.959
18 H -2.851 3.094 -3.456
19 H -4.766 1.557 -3.049
20 H -3.304 0.964 -2.324
21 H -5.432 -0.879 -2.592
22 H -4.443 -2.221 -3.392
23 H -3.870 -1.323 -2.092
24 H -4.345 -0.494 -6.170
25 H -5.761 -0.544 -5.052
26 H -5.082 0.952 -5.520
27 H 0.029 -0.604 -3.925
28 H 0.583 0.409 -5.369
29 H -0.051 -1.251 -5.492
30 H -2.049 -2.574 -4.585
31 C -4.707 -4.154 3.911
32 C -3.251 -4.182 4.345
33 C -2.982 -5.115 5.565
34 C -2.972 -6.547 5.235
35 C -1.891 -6.750 4.185
36 C -2.100 -5.978 2.884
37 N -2.427 -4.534 3.204
38 O -2.527 -3.687 2.127
39 C -0.717 -6.016 2.252
40 C -3.141 -6.632 1.902
41 C -2.884 -2.794 4.951
42 H -5.392 -3.832 4.695
43 H -4.926 -5.164 3.566
44 H -4.871 -3.446 3.099
45 H -2.006 -4.933 6.014
46 H -3.792 -4.855 6.248
47 H -3.907 -6.948 4.845
48 H -2.594 -7.183 6.035
49 H -1.902 -7.800 3.894
50 H -0.911 -6.560 4.623
51 H -0.614 -5.507 1.294
52 H 0.118 -5.680 2.866
53 H -0.488 -7.027 1.916
54 H -3.233 -7.710 2.034
55 H -4.148 -6.223 1.983
56 H -2.900 -6.415 0.862
57 H -3.161 -2.002 4.256
58 H -1.820 -2.726 5.176
59 H -3.391 -2.514 5.874
60 H -3.389 -3.899 1.762
61 C -0.745 0.928 1.443
62 C -0.873 -0.308 0.511
63 C -0.402 0.036 -0.912
64 C 1.091 0.337 -1.028
65 C 1.927 -0.856 -0.590
66 C 1.475 -1.340 0.861
67 N -0.020 -1.402 0.978
68 O -0.438 -1.877 2.248
69 C 2.095 -2.733 1.090
70 C 2.187 -0.342 1.895
71 C -2.341 -0.771 0.305
72 H 0.124 1.585 1.409
73 H -0.603 0.585 2.468
74 H -1.638 1.551 1.384
75 H -0.672 -0.702 -1.667
76 H -0.893 0.952 -1.239
77 H 1.351 1.255 -0.499
78 H 1.298 0.540 -2.079
79 H 2.985 -0.598 -0.643
80 H 1.672 -1.690 -1.244
81 H 1.678 -3.437 0.370
82 H 3.182 -2.730 1.165
83 H 1.759 -3.148 2.040
84 H 1.872 -0.550 2.918
85 H 3.268 -0.435 1.789
86 H 1.940 0.700 1.688
87 H -2.929 0.075 -0.051
88 H -2.788 -1.113 1.238
89 H -2.325 -1.586 -0.419
90 H -0.827 -2.724 2.018
91 C 3.585 7.997 -2.321
92 C 2.254 7.253 -2.250
93 C 1.188 7.761 -3.339
94 C -0.061 6.910 -3.651
95 C 0.383 5.462 -3.863
96 C 1.300 4.835 -2.756
97 N 2.426 5.811 -2.463
98 O 3.499 5.211 -1.828
99 C 0.516 4.540 -1.509
100 C 1.872 3.509 -3.301
101 C 1.699 7.582 -0.868
102 H 4.148 7.660 -3.191
103 H 4.272 7.768 -1.506
104 H 3.414 9.073 -2.315
105 H 0.829 8.706 -2.932
106 H 1.611 8.092 -4.288
107 H -0.518 7.195 -4.599
108 H -0.868 7.029 -2.928
109 H 0.850 5.270 -4.829
110 H -0.577 4.945 -3.866
111 H -0.138 3.673 -1.601
112 H 1.155 4.413 -0.635
113 H -0.129 5.368 -1.217
114 H 2.608 3.764 -4.064
115 H 2.377 2.930 -2.529
116 H 1.154 2.858 -3.799
117 H 1.552 8.657 -0.765
118 H 2.304 7.128 -0.083
119 H 0.680 7.229 -0.713
120 H 3.292 5.117 -0.896
121 C 3.689 -7.976 -1.575
122 C 3.988 -7.022 -0.386
123 C 2.730 -6.448 0.264
124 O 4.660 -7.752 0.631
125 H 2.943 -7.527 -2.231
126 H 3.337 -8.993 -1.402
127 H 4.550 -8.062 -2.238
128 H 4.554 -6.139 -0.680
129 H 2.083 -7.195 0.724
130 H 2.211 -5.772 -0.415
131 H 2.919 -5.798 1.118
132 H 3.950 -8.321 0.939
133 C 7.387 -0.921 0.371
134 C 7.221 -2.154 -0.457
135 C 5.715 -2.553 -0.609
136 O 7.818 -1.967 -1.723
137 H 8.380 -0.535 0.138
138 H 7.266 -1.050 1.446
139 H 6.772 -0.119 -0.038
140 H 7.709 -3.007 0.014
141 H 5.344 -2.953 0.335
142 H 5.620 -3.419 -1.264
143 H 5.101 -1.714 -0.937
144 H 7.238 -1.417 -2.256
145 C -0.780 0.259 5.353
146 C -0.244 -0.552 6.490
147 C 0.743 -1.605 6.060
148 O 0.410 0.357 7.315
149 H 0.068 0.533 4.726
150 H -1.269 1.214 5.546
151 H -1.549 -0.309 4.830
152 H -1.030 -1.052 7.055
153 H 0.796 -2.399 6.805
154 H 1.782 -1.282 6.003
155 H 0.394 -1.999 5.106
156 H 1.263 0.591 6.940
157 C -3.256 5.073 -1.025
158 C -4.435 4.051 -1.059
159 C -4.498 3.076 0.132
160 O -5.597 4.846 -0.948
161 H -3.146 5.475 -0.017
162 H -3.328 5.895 -1.737
163 H -2.270 4.631 -1.165
164 H -4.534 3.516 -2.003
165 H -3.472 2.729 0.254
166 H -5.037 2.187 -0.193
167 H -4.800 3.461 1.106
168 H -5.537 5.459 -0.212
169 C -0.991 5.159 2.043
170 C -0.216 5.231 3.359
171 C -0.328 3.912 4.204
172 O 1.188 5.375 3.071
173 H -2.069 5.267 2.163
174 H -0.662 4.357 1.382
175 H -0.840 6.053 1.439
176 H -0.549 6.040 4.010
177 H -0.111 4.038 5.265
178 H 0.450 3.230 3.860
179 H -1.308 3.447 4.099
180 H 1.712 5.560 3.854
181 C -0.101 -3.490 -2.712
182 C -1.089 -4.659 -2.852
183 C -2.005 -4.759 -1.621
184 O -1.829 -4.510 -3.982
185 H 0.385 -3.120 -3.614
186 H 0.630 -3.590 -1.909
187 H -0.689 -2.596 -2.505
188 H -0.641 -5.639 -3.018
189 H -2.646 -3.916 -1.362
190 H -1.369 -4.738 -0.736
191 H -2.623 -5.656 -1.624
192 H -2.616 -5.044 -3.856
193 C 5.158 3.786 0.690
194 C 3.832 3.801 1.331
195 C 3.804 3.166 2.691
196 O 3.341 5.096 1.419
197 H 5.586 2.790 0.800
198 H 5.889 4.528 1.011
199 H 5.068 3.869 -0.393
200 H 3.208 3.261 0.619
201 H 2.836 3.196 3.192
202 H 4.504 3.757 3.282
203 H 4.130 2.126 2.653
204 H 2.499 5.063 1.879

Its charge is +1. For the HOMO energy (spin up / spin down), the calculation gives -9.88 / -9.88 eV. The multiplicity is 2. The calculation puts the HOMO-LUMO gap (spin up / spin down) at 8.07 / 3.65 eV. Its molecular weight is 1049.70 u.